No. 1
Below is one molecule with the formula C2H6BrPS in a non-equilibrium geometry, with properties calculated with the ωB97M-V functional and the def2-TZVPD basis.

```
11
C2H6BrPS | the OMol25 dataset | the ωB97M-V functional and the def2-TZVPD basis
C 0.3514 -0.1422 1.4777
P -0.5225 0.6961 0.0439
C 0.4274 -0.1919 -1.4091
S -0.9904 2.5673 -0.0868
Br -2.2125 -0.8066 0.0052
H -0.3116 -0.2875 2.2424
H 0.6048 -1.0638 1.0817
H 1.0846 0.5365 1.7439
H -0.2504 -0.6598 -2.1452
H 1.0418 0.5131 -1.8899
H 0.7775 -1.1611 -1.0638
```

F_max	0.06678	Eh/bohr

Atomic partial charges in e from the Löwdin method, atoms 1 to 2:
1. C -0.26
2. P -0.02

---

No. 2
Below is C46H69BaBrClGeN6O3P3 as an isolated structure, with properties calculated with the ωB97M-V functional and the def2-TZVPD basis.

```
131
C46H69BaBrClGeN6O3P3 | the OMol25 dataset | the ωB97M-V functional and the def2-TZVPD basis
Ba 1.1848 -1.3569 -0.8021
C -3.2770 -3.5800 2.9055
C -2.9628 -2.7672 1.6533
C -3.8015 -1.4840 1.6366
P -1.1907 -2.3137 1.3641
C -0.8217 -1.1730 2.7661
N -1.1794 0.2028 2.4772
Ge -0.8209 1.1416 0.8515
N 0.3413 2.6446 1.0617
C 1.7858 2.5432 0.9629
P 2.3723 1.9408 -0.6946
C 2.1301 3.4554 -1.7372
C 2.1608 3.1287 -3.2315
C 3.0273 4.6548 -1.4338
C 4.1986 1.6913 -0.4259
C 4.9011 2.5729 0.6069
C 4.9426 1.7209 -1.7644
C -0.3141 3.8668 1.0384
C 0.2315 5.1028 0.6915
C -0.5656 6.2409 0.6675
C -1.9170 6.1802 0.9660
C -2.4708 4.9613 1.3394
C -1.6712 3.8418 1.3968
N -2.1366 2.5452 1.8644
C -1.8837 2.3196 3.2743
C -2.0975 3.2639 4.2541
C -1.8250 2.9471 5.5800
C -1.3279 1.6911 5.8875
C -1.0871 0.7484 4.8947
C -1.3681 1.0507 3.5618
C -3.4562 2.1847 1.3846
C -4.6190 2.3890 2.0924
C -5.8420 2.0907 1.4993
C -5.8637 1.6106 0.2005
C -4.6868 1.3732 -0.5013
C -3.4535 1.6324 0.0949
N -2.2080 1.3717 -0.4432
C -2.0087 1.2057 -1.8738
P -1.6511 -0.5347 -2.3973
C -3.2678 -1.4120 -2.1915
C -3.0569 -2.9244 -2.0683
C -4.3240 -1.0794 -3.2413
C -1.4295 -0.3541 -4.2283
C -0.2592 0.5784 -4.5403
C -1.1818 -1.7257 -4.8616
C -0.1393 -3.7841 1.7768
C -0.6191 -4.9790 0.9487
C 0.0760 -4.1451 3.2457
H -4.3603 -3.6817 3.0019
H -2.9185 -3.0840 3.8104
H -2.8533 -4.5822 2.8705
H -3.2323 -3.3638 0.7773
H -3.6663 -0.9180 2.5607
H -4.8611 -1.7315 1.5488
H -3.5379 -0.8210 0.8135
H 0.2340 -1.2987 3.0379
H -1.3967 -1.5083 3.6362
H 2.1560 1.8317 1.7064
H 2.2412 3.5020 1.2156
H 1.0978 3.7267 -1.4797
H 3.1705 2.8895 -3.5680
H 1.8198 3.9900 -3.8094
H 1.5183 2.2834 -3.4716
H 4.0328 4.5039 -1.8281
H 3.1198 4.8653 -0.3686
H 2.6217 5.5476 -1.9146
H 4.2439 0.6573 -0.0606
H 4.9468 3.6129 0.2881
H 5.9289 2.2272 0.7393
H 4.4173 2.5384 1.5837
H 5.0599 2.7414 -2.1289
H 4.4238 1.1527 -2.5399
H 5.9429 1.2996 -1.6454
H 1.2745 5.1933 0.4294
H -0.1167 7.1876 0.3948
H -2.5328 7.0673 0.9202
H -3.5221 4.8839 1.5883
H -2.4660 4.2459 3.9855
H -1.9950 3.6773 6.3587
H -1.1076 1.4368 6.9162
H -0.6726 -0.2116 5.1703
H -4.5730 2.7831 3.1002
H -6.7625 2.2459 2.0442
H -6.8107 1.3968 -0.2787
H -4.7430 0.9656 -1.5005
H -1.1295 1.7811 -2.1837
H -2.8555 1.6384 -2.4135
H -3.6154 -1.0505 -1.2175
H -2.7312 -3.3695 -3.0085
H -3.9925 -3.4107 -1.7821
H -2.3014 -3.1593 -1.3170
H -4.0811 -1.5329 -4.2038
H -4.4376 -0.0058 -3.4042
H -5.2935 -1.4739 -2.9301
H -2.3385 0.0823 -4.6521
H 0.6556 0.2486 -4.0357
H -0.4620 1.6100 -4.2524
H -0.0503 0.5712 -5.6116
H -0.3006 -2.2077 -4.4286
H -1.0042 -1.6112 -5.9326
H -2.0262 -2.4024 -4.7402
H 0.8440 -3.5089 1.3711
H -1.5935 -5.3382 1.2874
H 0.0935 -5.8000 1.0388
H -0.6852 -4.7316 -0.1117
H -0.8412 -4.4570 3.7403
H 0.5020 -3.3182 3.8173
H 0.7793 -4.9798 3.3066
O 7.9624 -3.9058 -1.1919
C 6.7527 -3.3825 -0.9331
C 6.1807 -2.3577 -1.6814
C 4.9300 -1.9081 -1.3200
N 4.2263 -2.3797 -0.2821
C 4.7950 -3.3633 0.3915
Br 3.8011 -4.1383 1.8192
C 6.0376 -3.9076 0.1353
H 8.3592 -3.4870 -1.9636
H 6.6886 -1.9329 -2.5381
H 4.4519 -1.1379 -1.9096
H 6.4412 -4.7149 0.7273
Cl 0.1562 -5.3056 -3.3857
C 1.8931 -5.1478 -2.9611
C 2.0264 -3.8798 -2.1343
O 2.3623 -2.8211 -2.7345
O 1.7157 -3.9363 -0.9157
H 2.4527 -5.0761 -3.8868
H 2.1691 -6.0261 -2.3863
N 2.5260 -0.8148 1.8638
H 3.4727 -0.4908 1.6931
H 2.6252 -1.7552 2.2352
H 2.1504 -0.2361 2.6094
```

F_max	0.01412	Eh/bohr
multiplicity	2
net charge	+1

Atomic partial charges in e from the Löwdin method, atoms 1 to 2:
1. Ba 1.45
2. C -0.10

---

No. 3
Below is a 2-piece molecular cluster, C4H5I2N overall in a non-equilibrium geometry, with properties calculated with the ωB97M-V functional and the def2-TZVPD basis.

```
12
C4H5I2N | the OMol25 dataset | the ωB97M-V functional and the def2-TZVPD basis
C -0.3707 0.8405 1.7139
C 0.2813 -0.2315 0.9567
C 0.7662 -0.1845 -0.2981
I 1.6909 -1.8190 -1.3172
C 0.8721 1.0111 -1.0544
N 0.9139 1.9808 -1.6917
H -1.1381 0.3167 2.3759
H 0.4337 1.1936 2.3854
H -0.8227 1.4798 1.0507
H 0.4461 -1.0936 1.4966
I -2.2546 -2.1591 -2.7145
H -0.8181 -1.3349 -2.9033
```

F_max	0.06866	Eh/bohr

Atomic partial charges in e from the Löwdin method, atoms 1 to 2:
1. C -0.06
2. C -0.21

---

In order of appearance, energy above the lowest of the compared OMol25 structures with the same formula, charge and spin = 0.000 0.000 0.442 eV.
In order of appearance, energy = -92338.4675 -231546.4571 -21918.8129 eV.